Entry 1:
Entry from the Open Molecules 2025 dataset: a cluster of 9 separate species, C38H56F18O21 in total at a distorted geometry (ωB97M-V with the def2-TZVPD basis set).

Cartesian coordinates (Å):
1 H -0.39464 0.24636 1.76177
2 H 1.11369 8.52734 7.31089
3 F 6.27278 -1.95132 -0.81036
4 F -0.16088 7.30751 -4.39871
5 C 1.00538 6.34583 5.46108
6 H 2.09215 -0.22035 1.26408
7 C 0.50871 -1.01293 -4.26359
8 H -6.79629 -3.11865 -8.40181
9 O -1.04039 -1.08200 0.32102
10 H 5.64801 1.89266 3.69060
11 C -5.00797 -4.61354 -0.38117
12 C -4.81482 -2.29898 -4.41392
13 O -0.97232 0.96740 -4.19629
14 C -1.84133 -0.19155 -0.35288
15 O -5.72905 -5.80953 -0.24144
16 H -8.75214 -2.97441 -5.94724
17 O -5.17670 -8.08435 -0.26136
18 H 0.70269 3.24067 -3.26644
19 H 0.75690 -1.93789 -4.78415
20 H 6.05027 -5.44930 3.18787
21 H 7.59407 -5.67049 1.28990
22 O 4.56596 -5.01576 -0.91370
23 F 4.98057 -2.77378 -2.35504
24 H 0.23619 4.36163 -1.02898
25 H 3.64582 1.01535 3.12813
26 H 3.00832 6.62635 1.41653
27 O -1.89531 1.04662 -0.20006
28 F 0.05470 8.70817 -2.82412
29 O -6.67908 -2.75908 -5.87548
30 C -7.70006 -3.38981 -7.85613
31 H -0.21177 -6.45704 0.39801
32 F -3.68784 3.10619 -3.61190
33 H -1.52349 -0.88097 -4.87568
34 F -1.90652 4.21562 -4.21721
35 C -0.58949 7.60145 -3.23550
36 H 5.32831 1.76408 5.48338
37 H 0.28644 -1.17986 -3.20963
38 O 6.27300 -4.28443 0.45013
39 F 0.92141 2.60663 6.47637
40 H -7.66249 -4.46678 -7.69231
41 H 0.16623 7.00485 5.23834
42 C -6.12765 -1.78214 -5.15539
43 C 3.74543 1.01784 4.21356
44 C 1.47124 3.58471 -2.57429
45 C 5.66985 -5.85031 2.24841
46 H -5.25740 -4.14037 -1.33091
47 C -7.90130 -2.63392 -6.53735
48 H 1.86293 -4.10427 -0.37245
49 C 1.49188 -5.48528 1.24554
50 C 5.33991 -4.11300 -0.50842
51 F -3.82963 -1.56981 -4.90423
52 O 1.85437 -3.28645 1.52511
53 H -3.02679 -4.57577 0.51372
54 C -4.86084 -6.88810 -0.31994
55 H 1.23347 0.59195 -0.08331
56 H 1.49342 -1.15483 -0.15330
57 H -0.65092 -5.65460 1.80279
58 C 0.36974 1.77485 5.58162
59 C 5.16773 -2.66523 -1.01628
60 O 1.97697 6.39953 3.17057
61 H 0.22077 -1.30726 2.03119
62 F -4.96669 -1.98192 -3.15030
63 F -4.53831 -3.56015 -4.53910
64 C 6.54437 -5.60202 1.00434
65 H 0.31214 -7.20301 1.90183
66 H -6.47836 -3.28536 0.47358
67 F -0.20577 0.77568 6.22000
68 H 0.68754 3.62038 1.34818
69 C -0.37887 6.49151 -2.21540
70 C 1.89348 7.76626 7.28260
71 C -3.59861 -5.05190 -0.28279
72 H -4.76975 -2.84763 0.67271
73 H 2.12380 4.85343 4.65733
74 H 0.22772 -4.02426 0.27281
75 H 5.61427 -6.92060 2.44712
76 H 1.58255 7.02400 8.01777
77 F -0.53701 2.36692 4.77935
78 O 0.59560 5.64951 -2.56864
79 H 4.64669 -5.55309 2.01841
80 H 1.91792 2.40698 0.75382
81 H 0.58477 5.61315 6.14981
82 O 2.39477 3.48096 2.46213
83 H 3.51922 4.31731 0.96136
84 C 1.27397 -4.16823 0.54250
85 H 2.31663 3.88229 -3.19466
86 O -2.59519 1.65384 -5.73538
87 C 1.42945 5.55862 4.20050
88 C 1.46027 1.14698 4.69428
89 C -1.97512 1.81305 -4.67796
90 O 2.06631 7.12427 6.00588
91 F -1.90233 7.83344 -3.30818
92 C 1.07428 4.68295 -1.64741
93 H 2.21705 -6.08431 0.69475
94 H -0.41984 0.03473 -5.89821
95 F 4.05734 -2.15270 -0.37578
96 C 2.48190 5.84529 1.96511
97 O -3.58143 -6.48655 -0.29176
98 H 6.37277 -6.42988 0.31637
99 F -1.75284 2.88737 -2.51760
100 C 4.91955 1.98134 4.49657
101 C -3.02129 -0.79133 -1.10929
102 C 2.24980 -3.90302 2.65728
103 F -3.17233 -0.19153 -2.29333
104 O 1.92979 -5.17714 2.57545
105 C -0.62360 -0.26593 -4.87050
106 C 1.30493 -0.31557 0.51619
107 H 4.61182 3.02689 4.48149
108 O 2.69927 1.66525 4.89950
109 H 1.85096 2.66569 -2.12783
110 H -8.51041 -3.13441 -8.53891
111 C 0.16916 -6.24733 1.39752
112 C 1.43888 2.87643 1.61301
113 O -6.51118 -0.65513 -5.06358
114 H 2.82383 8.18797 7.66303
115 O 1.28324 0.19077 3.94552
116 H 3.93068 -0.00021 4.55612
117 F -2.84641 -2.09944 -1.25421
118 F -4.14972 -0.46928 -0.43658
119 H 0.56320 5.01988 3.81647
120 C -0.00831 -0.61670 1.21956
121 C -2.33410 3.04908 -3.73764
122 H 0.91925 2.07687 2.14102
123 H 1.96071 5.08341 -1.15549
124 H 1.57622 5.74438 1.36707
125 H 4.13881 4.58726 2.54878
126 H -3.17051 -4.76025 -1.24184
127 O 2.73672 -3.41233 3.67182
128 H -8.07281 -1.58803 -6.79192
129 C -5.48724 -3.66688 0.71897
130 O -0.97852 6.47998 -1.17972
131 H 1.39531 -0.37898 -4.27545
132 H -5.43036 -4.07985 1.72611
133 C 3.20778 4.52134 1.98580

Output
Net charge: +1
Frontier orbital gap (alpha / beta) in eV: 9.626 / 3.383
E_LUMO (alpha / beta) in eV: -2.41 / -8.66
Multiplicity: 2

Atom charges from the Mulliken analysis, given in e for atoms 1 to 6: atom 1 (H): 0.541, atom 2 (H): 0.315, atom 3 (F): -0.229, atom 4 (F): -0.230, atom 5 (C): -0.819, atom 6 (H): 0.057

***

Entry 2:
Entry from the Open Molecules 2025 dataset: the ion C3H7NO2P with charge +1 at a distorted geometry (ωB97M-V with the def2-TZVPD basis set).

Cartesian coordinates (Å):
1 H 0.58417 -1.28743 2.65601
2 H -0.35949 1.34167 0.06289
3 H 1.26380 1.23563 -2.36110
4 C -1.03169 -1.14801 1.48567
5 H 1.12166 2.65953 -1.32587
6 C -0.21836 1.03996 -1.03087
7 O -1.46114 -1.09912 0.16089
8 N 0.84584 1.69745 -1.57800
9 H 1.87072 -1.56337 0.64639
10 O 1.06055 -1.13468 0.61277
11 P -0.89367 -0.66494 -1.25944
12 C 0.28664 -1.17599 1.67688
13 H -1.86186 -1.18454 2.05424
14 H -1.20718 1.28384 -1.80047

Output
Net charge: +1
Energy above the lowest of the compared OMol25 structures with the same formula, charge and spin in kcal per mole: 62.5
Frontier orbital gap (alpha / beta) in eV: 7.725 / 7.726
E_LUMO (alpha / beta) in eV: -5.77 / -5.77
Multiplicity: 1

Atom charges from the Mulliken analysis, given in e for atoms 1 to 6: atom 1 (H): 0.453, atom 2 (H): 0.369, atom 3 (H): 0.209, atom 4 (C): -0.419, atom 5 (H): 0.228, atom 6 (C): -0.153

***

Entry 3:
Entry from the Open Molecules 2025 dataset: the ion C4H6N3OS with charge +1 at a distorted geometry (ωB97M-V with the def2-TZVPD basis set).

Cartesian coordinates (Å):
1 C 0.93312 2.06299 -0.24220
2 H -1.00288 -1.77487 -0.06301
3 N 3.91588 -1.15602 -0.35407
4 O 4.69286 -0.46224 0.29719
5 C -0.00848 1.21212 -0.55747
6 H 0.47328 -0.68377 -1.46618
7 S 2.51989 1.46651 0.24193
8 H -0.93075 -0.43623 1.23545
9 N 2.64016 -1.23535 -0.25422
10 H 0.90307 3.08555 -0.25905
11 H 0.34212 -1.57069 1.20510
12 C -0.36361 -1.05176 0.56070
13 H -1.05960 1.35906 -0.82740
14 N 0.46009 -0.21645 -0.46904
15 C 1.98476 -0.16010 -0.18441

Output
Net charge: +1
Energy above the lowest of the compared OMol25 structures with the same formula, charge and spin in kcal per mole: 76.8
Frontier orbital gap (alpha / beta) in eV: 8.049 / 8.053
E_LUMO (alpha / beta) in eV: -5.30 / -5.30
Multiplicity: 1

Atom charges from the Mulliken analysis, given in e for atoms 1 to 6: atom 1 (C): -0.226, atom 2 (H): 0.328, atom 3 (N): -0.157, atom 4 (O): -0.296, atom 5 (C): -0.542, atom 6 (H): 0.466